No. 1
{"formula": "C16H15AsCl5O8PtS", "method": "ωB97M-V/def2-TZVPD", "species": ["Pt", "O", "As", "O", "O", "C", "C", "C", "C", "C", "C", "S", "O", "O", "O", "H", "H", "H", "H", "H", "C", "O", "C", "C", "O", "C", "H", "H", "H", "H", "H", "H", "H", "H", "H", "H", "Cl", "C", "C", "C", "Cl", "C", "Cl", "C", "Cl", "C", "Cl"], "coordinates": [[0.09093, 0.08824, 0.19012], [-0.54245, -4.27128, 0.64144], [-0.56086, -3.05236, -0.62810], [-0.04431, -3.66194, -2.02457], [0.48684, -1.89622, 0.15512], [-2.39233, -2.42885, -0.43495], [-3.24991, -3.29602, 0.23711], [-4.59568, -2.98724, 0.38832], [-5.10864, -1.80891, -0.12890], [-4.27045, -0.93320, -0.79947], [-2.92762, -1.24528, -0.94765], [-1.93093, -0.03656, -1.76428], [-1.63335, 1.01359, -0.69097], [-2.63390, 0.50658, -2.87096], [-0.61854, -0.66869, -1.98624], [-0.20289, -5.09586, 0.26784], [-2.86418, -4.21943, 0.64214], [-5.24168, -3.68215, 0.90818], [-6.15784, -1.57062, -0.02064], [-4.65494, -0.01526, -1.22481], [-0.46119, 3.39066, 0.89428], [-0.39470, 2.09976, 1.50312], [0.27764, 2.09436, 2.75370], [-0.06432, 0.79470, 3.42133], [0.36267, -0.25490, 2.56062], [0.14569, -1.55978, 3.12144], [-0.98996, 4.07657, 1.55762], [-1.01283, 3.27438, -0.03219], [0.54293, 3.77499, 0.69345], [-0.06518, 2.93081, 3.36767], [1.35951, 2.18791, 2.60106], [-1.14398, 0.72317, 3.58404], [0.44866, 0.71530, 4.38361], [0.72783, -1.65425, 4.03966], [0.46762, -2.28627, 2.38477], [-0.91393, -1.70488, 3.34244], [3.16318, -0.70626, 1.17529], [3.16189, 0.35485, -0.12453], [1.92992, 0.88657, -0.58064], [2.00821, 1.75223, -1.64076], [0.60088, 2.42163, -2.33493], [3.26338, 2.10975, -2.23694], [3.30786, 3.18172, -3.51745], [4.48058, 1.55581, -1.75915], [5.95740, 1.98655, -2.48279], [4.43514, 0.67572, -0.71082], [5.85723, -0.01925, -0.10564]], "atomic_forces_ev_per_a": [[0.276, -0.156, -0.142], [-0.012, -0.005, 0.023], [0.278, 0.125, 0.046], [-0.046, -0.075, -0.092], [-0.357, -0.034, 0.124], [0.010, -0.023, 0.080], [-0.079, 0.032, -0.009], [0.023, -0.002, -0.004], [0.017, -0.013, 0.004], [-0.033, 0.023, -0.059], [0.088, -0.010, -0.062], [-0.191, 0.265, 0.239], [-0.277, -0.281, 0.094], [0.059, 0.040, -0.031], [0.277, 0.001, -0.097], [0.024, 0.021, -0.034], [0.017, -0.002, -0.002], [-0.011, 0.016, -0.006], [0.001, -0.010, 0.005], [0.007, -0.006, 0.002], [0.029, -0.012, -0.015], [0.007, 0.052, -0.045], [0.007, 0.022, -0.014], [0.011, 0.007, 0.067], [-0.004, 0.028, -0.055], [-0.039, -0.012, 0.039], [0.005, 0.006, 0.008], [-0.003, 0.008, 0.012], [0.001, -0.003, -0.003], [-0.010, 0.004, 0.005], [-0.004, 0.013, 0.004], [-0.002, -0.011, 0.003], [0.010, -0.018, 0.000], [0.002, 0.024, 0.003], [0.017, -0.013, -0.009], [-0.012, 0.023, -0.012], [-0.004, 0.015, -0.012], [-0.125, -0.009, 0.082], [0.003, -0.055, 0.000], [-0.203, -0.067, -0.010], [0.042, 0.035, 0.004], [0.120, 0.030, -0.069], [0.000, 0.003, -0.008], [0.008, 0.052, -0.055], [-0.008, 0.000, -0.005], [0.110, -0.027, 0.009], [-0.028, 0.002, -0.001]], "max_force_ev_per_a": 0.4, "e_above_lowest_kj_mol": 0.0, "s_squared": 6.0260, "lumo_ev": [-3.9, -7.5], "total_charge": 1, "multiplicity": 5, "e_tot_ha": -6274.3834}

***

No. 2
{"formula": "C16H15Br2N3O4Rh", "method": "ωB97M-V/def2-TZVPD", "species": ["Rh", "O", "C", "C", "C", "C", "C", "C", "C", "O", "N", "N", "C", "C", "C", "C", "C", "C", "N", "H", "H", "H", "H", "H", "H", "H", "H", "H", "H", "Br", "C", "Br", "H", "H", "C", "O", "C", "O", "H", "H", "H"], "coordinates": [[-0.50576, -0.00351, -0.57258], [3.46204, 3.41539, 0.78612], [2.38701, 4.21681, 0.76331], [2.61854, 5.56150, 1.06307], [1.58208, 6.46434, 1.06749], [0.27218, 6.06451, 0.77156], [0.03107, 4.75051, 0.47594], [1.07298, 3.79839, 0.46483], [0.71649, 2.43549, 0.14718], [-0.44842, 2.06144, -0.09078], [1.74403, 1.47093, 0.10471], [1.23472, 0.32274, -0.10470], [2.17777, -0.77681, -0.33066], [1.40457, -2.05512, -0.13723], [2.01373, -3.25472, 0.17144], [1.22571, -4.38697, 0.31150], [-0.14665, -4.27111, 0.15840], [-0.68407, -3.03284, -0.13716], [0.07224, -1.94267, -0.29638], [3.20756, 2.51050, 0.54060], [3.63199, 5.86151, 1.29010], [1.78614, 7.50057, 1.30360], [-0.53458, 6.78305, 0.77813], [-0.96961, 4.40902, 0.24957], [3.05089, -0.70159, 0.31556], [3.08687, -3.29697, 0.29788], [1.67610, -5.34128, 0.54706], [-0.80169, -5.12201, 0.27428], [-1.75270, -2.90186, -0.23328], [-2.30849, 2.29822, -2.55582], [-3.03294, 0.65066, -3.14276], [-2.73912, -0.74603, -1.79844], [-2.52763, 0.31446, -4.03807], [-4.10448, 0.73360, -3.26899], [4.56219, -0.86758, -3.14936], [3.97850, -0.88035, -1.82564], [2.66494, -0.68531, -1.79050], [1.94367, -0.50440, -2.72720], [5.62721, -0.99790, -2.99647], [4.35182, 0.08174, -3.63547], [4.15152, -1.68174, -3.74211]], "atomic_forces_ev_per_a": [[-0.274, -0.343, 0.674], [-0.004, 0.039, -0.014], [0.059, -0.001, 0.004], [-0.007, 0.000, 0.005], [-0.007, -0.006, -0.004], [0.009, 0.006, 0.000], [0.002, -0.012, 0.008], [-0.059, 0.030, 0.002], [0.085, -0.217, 0.001], [-0.101, 0.140, -0.264], [-0.105, -0.067, 0.080], [0.257, 0.406, -0.371], [0.020, -0.146, 0.116], [0.077, -0.011, 0.037], [-0.009, -0.003, -0.031], [-0.060, 0.024, -0.009], [0.059, 0.008, 0.030], [0.011, -0.033, 0.031], [0.013, -0.147, -0.326], [0.002, -0.009, 0.016], [0.001, -0.001, -0.001], [-0.001, 0.000, 0.000], [0.002, 0.001, 0.002], [-0.002, -0.005, -0.001], [-0.122, 0.042, 0.153], [0.003, 0.005, -0.005], [-0.001, 0.000, 0.002], [0.002, -0.003, 0.000], [0.007, 0.000, -0.056], [-0.052, 0.212, -0.160], [-0.005, -0.023, 0.033], [0.146, 0.167, 0.093], [0.000, -0.004, 0.002], [-0.004, -0.039, 0.019], [0.028, -0.008, -0.030], [-0.189, 0.028, -0.059], [0.221, -0.074, -0.023], [0.005, 0.040, 0.018], [-0.003, -0.001, 0.007], [0.001, 0.001, 0.011], [-0.008, 0.002, 0.010]], "max_force_ev_per_a": 0.8, "e_above_lowest_kj_mol": 0.0, "lumo_ev": [-4.7, -4.7], "total_charge": 1, "e_tot_ha": -6342.2758}

***

No. 3
{"formula": "C16H15BrIr", "method": "ωB97M-V/def2-TZVPD", "species": ["C", "C", "C", "H", "C", "C", "H", "H", "H", "H", "Ir", "Br", "C", "C", "C", "H", "C", "C", "H", "H", "H", "H", "C", "C", "C", "C", "C", "C", "H", "H", "H", "H", "H"], "coordinates": [[0.52536, 3.02154, -1.00176], [0.38454, 2.96922, 0.38684], [1.22178, 1.84622, 0.88444], [-0.16798, 3.64072, 1.04620], [1.72429, 1.15089, -0.36121], [1.28687, 1.94828, -1.47492], [1.63326, 1.81626, -2.51122], [0.18906, 3.84808, -1.61210], [1.69800, 1.74322, 1.86455], [2.59860, 0.47307, -0.37288], [-0.03536, 0.28692, 0.86598], [-1.94106, 1.19740, 1.85709], [-2.09757, -0.24914, -0.96073], [-1.27548, -0.13416, -2.12629], [-1.54770, 0.97920, -2.85827], [-0.32248, -0.81918, -2.15503], [-2.76053, 1.65714, -2.24148], [-3.12604, 0.81475, -1.11578], [-3.92846, 0.96661, -0.43905], [-2.29614, -1.18397, -0.36146], [-0.90754, 1.43333, -3.59071], [-3.14820, 2.60532, -2.51604], [1.41152, -3.63960, 2.31181], [2.19281, -2.49948, 2.44764], [1.86268, -1.37680, 1.71824], [0.65088, -1.50644, 1.02465], [-0.09727, -2.65775, 0.71471], [0.30850, -3.74756, 1.47163], [1.71362, -4.48489, 2.89034], [3.07495, -2.39629, 3.08221], [2.36006, -0.40404, 1.75448], [-0.93421, -2.62758, -0.00245], [-0.25080, -4.67128, 1.38056]], "atomic_forces_ev_per_a": [[-0.603, 0.844, 0.894], [1.312, 0.111, -0.330], [1.357, 0.894, -1.601], [0.209, -0.234, -0.420], [0.046, 0.994, 1.188], [1.007, -0.599, 0.208], [-0.395, -0.045, 0.648], [-0.378, -0.230, -0.044], [-0.020, 0.610, -0.317], [-0.845, 0.406, -0.055], [-1.096, -0.197, -1.299], [-1.410, 0.577, 1.016], [-2.611, 0.079, -1.412], [3.190, -2.077, 0.768], [-1.208, 0.796, 1.321], [-1.952, 1.508, -0.537], [0.843, -3.965, 2.850], [2.044, 1.708, -2.628], [-0.531, 0.198, 0.351], [0.490, 1.347, -0.619], [-0.059, -0.128, -0.424], [-0.499, 0.434, -0.263], [0.424, -0.211, 0.463], [0.937, 0.658, -0.033], [-1.217, -1.103, 0.242], [-0.259, 0.020, -1.868], [1.117, 0.092, 1.333], [-0.540, -0.227, -0.851], [-0.021, -0.555, 0.261], [-0.256, -0.735, 0.041], [0.168, -0.572, 0.233], [0.515, -0.208, 0.690], [0.242, -0.191, 0.194]], "max_force_ev_per_a": 5.0, "e_above_lowest_kj_mol": 13.5, "s_squared": 8.8145, "lumo_ev": [0.6, -2.0], "total_charge": 0, "multiplicity": 6, "e_tot_ha": -3296.7129}

***

No. 4
{"formula": "C16H15Cl52NP3", "method": "ωB97M-V/def2-TZVPD", "species": ["C", "C", "P", "C", "P", "P", "N", "H", "H", "H", "H", "H", "H", "H", "H", "H", "H", "H", "H", "H", "H", "H", "C", "Cl", "Cl", "Cl", "Cl", "C", "Cl", "Cl", "Cl", "Cl", "C", "Cl", "Cl", "Cl", "Cl", "C", "Cl", "Cl", "Cl", "Cl", "C", "Cl", "Cl", "Cl", "Cl", "C", "Cl", "Cl", "Cl", "Cl", "C", "Cl", "Cl", "Cl", "Cl", "C", "Cl", "Cl", "Cl", "Cl", "C", "Cl", "Cl", "Cl", "Cl", "C", "Cl", "Cl", "Cl", "Cl", "C", "Cl", "Cl", "Cl", "Cl", "C", "Cl", "Cl", "Cl", "Cl", "C", "Cl", "Cl", "Cl", "Cl"], "coordinates": [[-5.04641, 2.18444, 2.47454], [-5.79653, 1.52478, 3.62374], [-6.16205, -0.25668, 3.39295], [-4.52253, -0.99839, 3.00138], [-7.18923, -0.41529, 1.34160], [-9.24190, -0.67634, 2.40442], [-9.45215, 0.13382, 3.77661], [-5.57662, 2.01819, 1.54143], [-4.03956, 1.77921, 2.39081], [-4.96236, 3.26201, 2.62240], [-5.25354, 1.66645, 4.55763], [-6.77824, 1.97938, 3.74621], [-4.13741, -0.59601, 2.06843], [-3.82080, -0.80859, 3.80881], [-4.69058, -2.06699, 2.91463], [-6.87792, -1.86027, 1.38233], [-7.91250, -0.57792, 0.06819], [-7.56787, 1.02038, 1.38632], [-5.94085, -0.10833, 0.60723], [-10.19584, -0.24425, 1.44897], [-9.49044, -2.06817, 2.60587], [-10.19975, 0.81481, 3.67807], [-1.59201, -0.53882, 0.01877], [-1.06791, 0.83432, 1.00416], [-1.31196, -2.02107, 0.94867], [-3.30042, -0.39139, -0.33261], [-0.67244, -0.62099, -1.48992], [-13.86421, -0.97121, 2.82741], [-15.17931, -1.27385, 3.98249], [-13.88415, -2.24051, 1.59341], [-14.13903, 0.59226, 2.04691], [-12.31414, -0.95343, 3.64564], [-0.78894, 2.63496, 4.64040], [-0.46147, 0.91306, 4.82490], [-0.24183, 3.15838, 3.03980], [-2.50986, 2.92984, 4.79742], [0.09785, 3.54226, 5.87279], [2.40553, 2.83036, -1.68779], [1.22338, 2.32509, -0.48670], [2.07673, 1.98582, -3.20426], [2.30141, 4.57465, -1.95157], [4.03168, 2.41493, -1.13882], [6.76476, -0.40000, 0.14162], [8.05279, -1.45662, -0.45679], [5.20301, -1.05981, -0.32555], [6.86725, -0.30137, 1.89939], [6.94165, 1.23002, -0.52258], [-0.80438, -4.68997, -2.19805], [-0.89955, -5.53778, -3.75022], [-0.77608, -5.87837, -0.89366], [0.68290, -3.73508, -2.14545], [-2.20230, -3.64765, -2.00997], [10.38875, 0.55253, -3.59075], [11.80504, -0.42167, -3.98565], [8.93047, -0.27389, -4.14810], [10.31060, 0.79776, -1.84325], [10.48830, 2.12358, -4.37016], [-5.46979, -5.60174, 0.37228], [-6.95678, -4.99588, 1.08465], [-5.74529, -6.01049, -1.32744], [-4.21961, -4.37195, 0.47461], [-4.93921, -7.05378, 1.23611], [9.77221, 3.02246, -8.44142], [9.56635, 1.54569, -7.51040], [9.92709, 4.38863, -7.32893], [11.22796, 2.90425, -9.43188], [8.37090, 3.27419, -9.48198], [7.76516, 5.34621, -3.05095], [9.28403, 6.22602, -3.24444], [8.09467, 3.80530, -2.25131], [6.65564, 6.25436, -2.03669], [7.04415, 5.06121, -4.63293], [4.37890, 4.23750, 1.22205], [5.32767, 4.24542, 2.70543], [5.44507, 3.77348, -0.10388], [3.06251, 3.08114, 1.36234], [3.72370, 5.84763, 0.90640], [1.09765, -9.73772, -4.72940], [-0.16687, -10.84291, -5.27362], [2.12608, -9.30628, -6.09846], [0.36442, -8.27998, -4.06422], [2.07503, -10.53077, -3.49109], [8.89491, 2.19635, 3.50329], [10.43013, 3.05104, 3.33196], [9.20597, 0.49552, 3.85589], [7.97705, 2.90882, 4.83549], [7.97332, 2.33368, 2.01397]], "atomic_forces_ev_per_a": [[-0.079, 0.096, 0.100], [0.126, 0.170, -0.392], [-0.638, -0.767, 0.893], [-0.249, 0.435, -0.283], [0.313, 0.392, -0.643], [0.603, 0.669, 0.868], [-0.295, -0.064, -0.104], [0.043, -0.021, -0.177], [0.125, -0.044, -0.134], [0.073, 0.152, -0.005], [0.008, -0.034, 0.231], [-0.114, 0.084, 0.075], [0.239, -0.142, -0.036], [0.148, -0.021, 0.140], [0.155, -0.187, -0.092], [-0.038, 0.038, 0.054], [0.002, -0.083, 0.091], [-0.068, -0.061, 0.003], [-0.072, -0.132, 0.078], [-0.067, -0.438, -0.289], [-0.257, -0.130, -0.344], [0.146, 0.027, 0.051], [-0.072, -0.181, 0.034], [-0.154, -0.100, 0.005], [0.077, -0.063, 0.096], [-0.086, 0.060, -0.168], [0.124, 0.293, 0.053], [0.045, -0.098, 0.077], [-0.025, -0.009, 0.034], [-0.006, -0.047, -0.037], [-0.028, 0.074, -0.038], [-0.098, 0.094, 0.007], [-0.024, -0.051, -0.020], [0.021, -0.081, 0.013], [0.081, 0.188, -0.023], [-0.060, 0.009, 0.017], [0.032, 0.029, 0.047], [-0.103, -0.897, -0.331], [-1.061, -0.422, -1.066], [-0.200, -0.007, -0.325], [0.022, -0.006, -0.046], [-4.522, -3.621, -3.965], [0.014, -0.233, 0.240], [-0.075, 0.074, 0.008], [-0.084, 0.026, -0.077], [-0.614, -1.164, -0.257], [0.188, -0.681, -0.541], [-0.014, 0.043, 0.078], [-0.112, 0.233, -0.035], [-0.003, -0.067, 0.062], [0.031, -0.071, -0.041], [0.005, -0.042, -0.286], [-0.078, 0.090, 0.127], [0.045, -0.007, -0.044], [-0.051, -0.053, 0.035], [0.059, -0.041, 0.036], [0.193, 0.169, -0.017], [-0.118, 0.072, 0.049], [-0.010, -0.020, 0.001], [-0.004, -0.042, -0.098], [0.013, 0.092, 0.180], [0.036, -0.083, 0.035], [0.003, 0.043, 0.046], [-0.090, -0.161, -0.169], [0.008, 0.063, 0.039], [0.053, -0.003, -0.035], [-0.053, 0.008, -0.039], [-0.033, -0.066, 0.109], [0.034, 0.053, -0.023], [0.113, -0.183, -0.064], [-0.048, 0.324, -0.086], [-0.010, -0.048, -0.033], [0.085, -0.132, 0.255], [-0.114, 0.179, 0.268], [4.720, 4.640, 3.396], [0.624, 0.865, 1.771], [0.092, 0.067, 0.138], [-0.026, 0.016, 0.046], [-0.047, -0.042, -0.021], [0.048, 0.014, -0.062], [0.115, -0.211, -0.045], [0.034, -0.026, 0.046], [-0.076, 0.160, -0.036], [0.094, 0.012, -0.001], [0.220, -0.032, 0.213], [-0.044, 0.017, 0.071], [0.814, 1.044, 0.310]], "max_force_ev_per_a": 7.4, "e_above_lowest_kj_mol": 248.9, "lumo_ev": 0.9, "total_charge": -1, "e_tot_ha": -25627.0504}